A structure of composition C11H19Cl3O4SW in a non-equilibrium geometry. Source: the OMol25 dataset; level of theory: the ωB97M-V functional and the def2-TZVPD basis.

Largest force on an atom in hartree/bohr: 0.0958
E_tot in eV: -70135.5354
Lowest unoccupied orbital energy (spin up / spin down) in eV: 4.05 / 4.13
Total charge: -2
<S²>: 2.01
Orbital gap (spin up / spin down) in hartree: 0.142 / 0.145
ΔE to the lowest compared entry with this formula, charge and spin in kcal/mol: 25.23
Multiplicity: 3

```
39
Properties=species:S:1:pos:R:3:forces:R:3
C 1.0560 -1.6095 0.6552 0.19 -0.86 -1.10
C 2.1267 -1.1228 -0.1880 0.05 -1.37 -0.61
C 1.5478 -0.7323 -1.4527 -0.05 -1.36 0.15
C 3.5928 -1.1649 0.1240 0.19 0.04 0.06
C 0.1190 -0.9340 -1.3684 0.35 -0.82 -0.21
C -0.1851 -1.4669 -0.0732 0.06 -1.08 -0.36
C -1.5511 -1.9003 0.3510 -0.22 0.13 0.11
C 1.1996 -2.2393 2.0024 0.02 0.17 0.39
C 2.2893 -0.2922 -2.6742 0.20 0.33 -0.09
C -0.8770 -0.7606 -2.4692 -0.20 0.20 -0.09
W 0.7600 0.5196 0.1838 -1.75 4.25 1.77
Cl 2.6425 1.6530 1.0764 0.35 0.58 0.28
Cl -0.4142 0.6571 2.1994 0.60 -0.24 -0.54
Cl 0.4181 2.1647 -1.4614 0.35 -0.19 -0.02
H 3.7748 -1.0386 1.1978 -0.09 -0.02 -0.25
H 4.1311 -0.3581 -0.3882 -0.18 -0.17 0.12
H 4.0320 -2.1225 -0.1909 -0.17 0.10 0.03
H 3.0073 0.5062 -2.4470 -0.16 -0.15 -0.05
H 1.5902 0.0920 -3.4257 0.17 -0.03 0.22
H 2.8440 -1.1299 -3.1199 -0.12 0.07 0.14
H -0.6372 0.1026 -3.0997 -0.06 -0.14 0.17
H -1.8783 -0.6037 -2.0517 0.25 0.07 -0.15
H -0.9070 -1.6586 -3.1036 0.05 0.12 0.15
H -2.3102 -1.2832 -0.1478 0.13 -0.15 0.34
H -1.7312 -1.7952 1.4282 -0.21 0.16 -0.05
H -1.7250 -2.9495 0.0676 0.12 0.17 0.02
H 1.8270 -1.6301 2.6648 -0.14 -0.12 -0.11
H 1.6562 -3.2358 1.9225 -0.06 0.17 -0.11
H 0.2158 -2.3469 2.4729 0.21 0.11 -0.07
O -3.5523 -1.0711 3.0955 -0.45 0.89 -0.10
H -3.9685 -0.1738 2.9726 0.73 -1.35 0.08
C -1.5563 3.7126 0.9587 -0.15 0.00 -0.02
S -3.2068 3.2989 0.3674 -0.01 -0.80 0.47
O -4.0788 3.3591 1.5460 0.33 0.24 -0.51
O -3.5157 4.2920 -0.6605 -0.03 0.19 -0.08
O -3.0352 1.9359 -0.1627 0.01 0.54 -0.02
H -1.5248 4.7163 1.3889 -0.15 -0.08 -0.06
H -0.8848 3.6446 0.1002 -0.13 0.12 0.26
H -1.2906 2.9650 1.7095 -0.06 0.29 -0.14
```
Forces are in eV/Å.